Entry 1:
Below is a cluster of 11 separate species, C3H28N2O11S2 in total at a distorted geometry, with properties calculated with the ωB97M-V functional and the def2-TZVPD basis.

Cartesian coordinates (Å):
S 1.3288 0.8235 -3.4114
S -0.2360 1.5430 -2.3967
C -1.0401 0.2285 -1.4580
C -0.8115 0.3664 0.0662
C -1.4957 -0.8356 0.7589
N -1.0003 -1.2357 1.9612
O -2.4550 -1.4007 0.2593
N -1.4185 1.5684 0.6582
H 0.8400 0.2259 -4.4983
H -0.7691 -0.7167 -1.7606
H -2.0551 0.2438 -1.6974
H 0.3379 0.3574 0.3070
H -0.1006 -0.8702 2.3634
H -1.3055 -2.0416 2.3796
H -0.8056 2.3779 0.5737
H -2.3164 1.7635 0.2788
H 4.0353 -1.5124 -1.2705
H 2.6757 -1.1626 -1.9712
O 3.1134 -1.1895 -1.0775
H 1.4184 -1.6622 1.3857
H 2.1304 -2.0163 0.0799
O 1.4249 -2.3001 0.6961
H -0.5120 -3.3520 -1.7387
H 0.7473 -2.5178 -1.3513
O 0.1856 -2.7152 -2.1264
H -4.6603 0.4009 -1.2334
H -3.6539 -0.1936 -0.1794
O -4.0955 0.6054 -0.4813
H 1.3912 0.4925 2.9708
H 2.2495 -0.8111 3.3445
O 1.7420 -0.4221 2.6000
H -0.0221 1.7474 3.4620
H 1.0064 2.3515 2.5432
O 0.9043 1.8361 3.3771
H 2.6097 0.3614 1.3293
H 3.0356 0.2490 -0.0718
O 2.9927 0.8966 0.6325
H 1.6706 3.7301 0.7501
H 1.9179 2.1979 0.6576
O 1.2315 2.8783 0.9225
H -1.8801 1.6296 2.5977
H -1.9019 0.4503 3.6568
O -1.7127 1.4051 3.5529
H -1.9785 -3.1151 -0.0930
H -0.5399 -3.5162 0.3019
O -1.3354 -3.8238 -0.1958

As for the SMILES: NC(=O)[C@H](N)CSS.O.O.O.O.O.O.O.O.O.O. The HOMO energy comes out at -0.3338 hartree. As for the molar mass: 332.394 g mol⁻¹.

Mulliken atomic charge list, values in e, 8 entries: atom 1 (S): -0.259, atom 2 (S): -0.082, atom 3 (C): -1.020, atom 4 (C): 1.063, atom 5 (C): 0.206, atom 6 (N): -0.108, atom 7 (O): -0.917, atom 8 (N): -0.411

---

Entry 2:
Below is a structure of composition C3H2BaLiO2 at a distorted geometry, with properties calculated with the ωB97M-V functional and the def2-TZVPD basis.

Cartesian coordinates (Å):
C -3.7427 -1.3800 0.2958
C -3.8982 -0.1987 0.0597
H -3.8198 -2.4500 0.4183
H -4.2148 0.7579 -0.3308
O 0.1366 1.1204 0.2111
C -0.3413 1.3461 -0.9271
O -0.9443 0.5822 -1.6609
Li -1.9946 -0.9599 -1.3687
Ba 2.5803 0.1955 1.0283

The HOMO energy (spin up / spin down) comes out at -0.5396 / -0.6324 hartree. The spin multiplicity is 2. Its charge is +2. As for the molar mass: 214.316 g mol⁻¹. Its relative energy (zero: lowest compared OMol25 entry of this formula, charge and spin) is 0.0 kJ/mol. As for the expectation value of S²: 0.7532.

Mulliken atomic charge list, values in e, 8 entries: atom 1 (C): -0.589, atom 2 (C): -0.194, atom 3 (H): 0.411, atom 4 (H): 0.400, atom 5 (O): -0.658, atom 6 (C): 0.379, atom 7 (O): -0.550, atom 8 (Li): 0.928

---

Entry 3:
Below is a structure of composition C3H2BeFO2 at a distorted geometry, with properties calculated with the ωB97M-V functional and the def2-TZVPD basis.

Cartesian coordinates (Å):
O -0.9708 1.3971 -0.0494
C 0.1512 0.9011 0.2064
O 1.2950 1.3915 -0.0905
C -1.2809 -0.9012 -0.1005
C -0.0024 -0.5727 0.2688
H -1.5772 -0.7416 -1.1375
H -1.8609 -1.6050 0.4968
F 1.1264 -1.2144 -0.2962
Be 2.0624 0.0502 -0.2478

The HOMO energy (spin up / spin down) comes out at -0.5441 / -0.5171 hartree. Its charge is +1. As for the molar mass: 98.057 g mol⁻¹. Its relative energy (zero: lowest compared OMol25 entry of this formula, charge and spin) is 0.0 kJ/mol.

Mulliken atomic charge list, values in e, 8 entries: atom 1 (O): -0.405, atom 2 (C): 0.655, atom 3 (O): -0.235, atom 4 (C): -0.689, atom 5 (C): 0.646, atom 6 (H): 0.320, atom 7 (H): 0.325, atom 8 (F): -0.077

---

Entry 4:
Below is a structure of composition C3H2Br2NO2 at a distorted geometry, with properties calculated with the ωB97M-V functional and the def2-TZVPD basis.

Cartesian coordinates (Å):
C 0.8064 0.1457 1.1454
C 0.6305 0.8024 2.7581
C -1.2916 -0.5808 -0.0850
N 1.7161 0.0987 0.3699
O 1.5797 0.4529 3.3839
O -0.2986 1.5598 2.9509
Br -0.2938 -0.7847 -1.9062
Br -2.1812 -2.2516 0.1904
H -2.1423 0.1147 -0.4285
H 1.7909 0.0435 -0.6414

The HOMO energy comes out at -0.1586 hartree. Its charge is -1. As for the molar mass: 243.862 g mol⁻¹. Its relative energy (zero: lowest compared OMol25 entry of this formula, charge and spin) is 191.2 kJ/mol.

Mulliken atomic charge list, values in e, 8 entries: atom 1 (C): 0.526, atom 2 (C): 0.558, atom 3 (C): -0.432, atom 4 (N): -0.436, atom 5 (O): -0.545, atom 6 (O): -0.596, atom 7 (Br): -0.320, atom 8 (Br): -0.214

---

Entry 5:
Below is a structure of composition C3H2Br2O at a distorted geometry, with properties calculated with the ωB97M-V functional and the def2-TZVPD basis.

Cartesian coordinates (Å):
C -1.3833 0.1660 1.4631
C -1.7954 -0.1343 0.2113
C -2.3422 0.8228 -0.6638
O -2.2912 1.4842 -1.5807
Br -2.3805 -1.8174 -0.4215
Br -4.5519 0.8444 0.4244
H -0.9892 -0.4953 2.0593
H -1.4018 1.1786 1.8869

The HOMO energy comes out at -0.3421 hartree. As for the molar mass: 213.856 g mol⁻¹. Its relative energy (zero: lowest compared OMol25 entry of this formula, charge and spin) is 129.3 kJ/mol.

Table of Mulliken atomic charges, one value per atom, all in e: atom 1 (C): -0.533, atom 2 (C): 0.196, atom 3 (C): 0.295, atom 4 (O): -0.227, atom 5 (Br): 0.030, atom 6 (Br): -0.379, atom 7 (H): 0.372, atom 8 (H): 0.247